A structure of composition C45H57BrFN5O6Sn at a distorted geometry. Source: the OMol25 dataset; level of theory: ωB97M-V with the def2-TZVPD basis set.

```
116
Properties=species:S:1:pos:R:3:forces:R:3:mulliken_charge:R:1
Sn -0.718527 -0.774317 0.491822 0.508 -0.725 -0.330 1.11
C -0.304010 3.629505 7.296028 -0.089 -0.027 -0.084 -1.77
C -0.478696 4.601835 6.131596 0.092 -0.050 0.149 0.52
C 0.696815 5.569980 6.102053 -0.076 0.100 -0.193 -1.02
C 0.540681 6.563062 4.961608 0.026 -0.146 -0.021 -1.11
C 0.391773 5.809437 3.664884 0.038 0.146 0.075 1.31
C 0.791477 6.379556 2.473597 -0.007 -0.048 0.024 -0.80
C 0.666435 5.668770 1.288838 -0.035 0.048 0.101 0.15
F 1.067128 6.275049 0.145119 0.035 -0.018 -0.036 -0.38
C 0.143454 4.407271 1.259744 -0.008 -0.074 -0.129 -1.08
C -0.287760 3.822018 2.453607 0.035 0.034 0.038 -0.06
C -0.951664 2.487196 2.370571 -0.215 -0.038 0.196 1.37
O -1.115062 1.964251 1.280413 -0.087 0.380 0.118 -0.61
C -1.432511 1.974871 3.647754 -0.104 -0.274 -0.176 0.04
C -1.229228 2.701325 4.764829 0.067 0.175 -0.020 -0.65
N -0.579558 3.905154 4.843900 0.080 0.004 -0.021 0.32
C -0.152013 4.512142 3.665884 0.006 -0.025 -0.067 -0.47
C -2.224388 0.651686 3.845468 -0.048 0.047 0.090 -0.40
O -2.851005 0.591141 4.928846 0.058 -0.046 -0.082 -0.87
O -2.152193 -0.205918 2.942887 0.010 0.063 0.120 -0.27
H -0.022364 4.189404 8.189398 -0.016 0.012 -0.006 0.44
H 0.485879 2.911612 7.067853 -0.010 0.003 0.028 0.37
H -1.215494 3.078729 7.519274 0.040 -0.032 0.018 0.51
H -1.399165 5.180780 6.290358 0.004 0.037 0.008 0.10
H 1.618779 4.997861 5.957825 0.000 -0.006 0.076 0.32
H 0.756935 6.086224 7.061556 0.003 -0.036 0.031 0.38
H 1.407096 7.224978 4.905252 -0.025 0.035 -0.013 0.42
H -0.339681 7.190683 5.138260 0.009 0.011 0.022 0.31
H 1.202288 7.382655 2.460049 0.026 -0.026 -0.022 0.46
H 0.047958 3.842924 0.338146 -0.026 0.020 0.037 0.69
H -1.638883 2.304258 5.681514 -0.012 -0.031 -0.025 0.62
C 6.645893 0.638647 -2.716554 -0.042 0.022 -0.014 -2.23
C 5.624119 0.434120 -3.836613 -0.046 -0.001 -0.034 1.96
C 5.843769 1.514208 -4.905315 0.038 -0.047 0.005 -1.67
C 5.882512 -0.949297 -4.454984 -0.006 0.044 0.007 -1.63
C 4.186854 0.495045 -3.318683 0.090 0.036 0.010 -0.23
C 3.866922 0.818008 -2.006308 -0.113 -0.001 0.028 -0.15
C 2.554507 0.756055 -1.577772 0.284 0.119 -0.023 -0.14
Br 2.214069 1.208691 0.241575 -0.023 -0.024 -0.105 -0.11
C 1.470516 0.331655 -2.386883 -0.475 -0.268 0.312 0.13
O 0.295773 0.126400 -1.882438 1.011 -0.518 -0.190 0.32
C 1.789194 0.138204 -3.767031 0.154 0.046 -0.154 -0.09
C 3.120003 0.204535 -4.165254 -0.081 0.013 0.021 -0.66
C 0.759237 -0.185958 -4.869197 -0.037 -0.054 0.112 2.62
C 1.040096 -1.593902 -5.418909 -0.012 0.022 0.003 -1.68
C 0.893902 0.853089 -5.996403 0.025 -0.049 0.014 -1.88
C -0.703615 -0.158301 -4.415153 0.034 -0.010 0.046 -2.35
H 7.656807 0.480044 -3.103213 -0.009 0.036 -0.010 0.44
H 6.477422 -0.070661 -1.903927 0.031 0.021 0.000 0.42
H 6.593085 1.650540 -2.308030 -0.005 -0.033 0.027 0.36
H 6.869224 1.477789 -5.290504 -0.015 0.007 -0.007 0.46
H 5.663754 2.505542 -4.484015 0.000 -0.009 -0.016 0.34
H 5.157622 1.374198 -5.743076 0.011 0.026 0.010 0.31
H 6.915988 -1.029147 -4.809525 -0.013 0.008 -0.001 0.46
H 5.217258 -1.134281 -5.299848 0.015 -0.025 0.021 0.32
H 5.705222 -1.728927 -3.711374 0.012 -0.010 -0.032 0.35
H 4.620837 1.116126 -1.290496 0.017 -0.050 -0.013 0.46
H 3.342516 0.005119 -5.209023 0.000 -0.030 0.009 0.12
H 2.068044 -1.692711 -5.775126 -0.018 -0.009 -0.007 0.24
H 0.365084 -1.819393 -6.251486 -0.007 -0.004 0.022 0.50
H 0.877445 -2.336468 -4.633987 0.014 -0.001 -0.023 0.26
H 1.874544 0.821594 -6.475946 -0.015 0.020 -0.002 0.29
H 0.744256 1.856232 -5.590998 0.005 -0.002 -0.034 0.38
H 0.134305 0.672563 -6.763711 0.016 -0.012 -0.001 0.48
H -0.888569 -0.881845 -3.625862 -0.038 0.029 -0.024 0.28
H -1.345424 -0.388288 -5.273950 0.047 0.003 -0.037 0.58
H -0.978993 0.823231 -4.030861 -0.033 -0.027 -0.024 0.23
O -0.460811 2.633741 -1.895219 0.085 -0.036 -0.006 -0.33
C -1.007154 1.660648 -1.636677 -0.844 0.896 0.025 -0.22
C -6.952170 -1.608871 0.710832 0.052 0.044 -0.080 -1.22
N -5.820564 -1.249626 -0.130410 0.024 -0.013 0.073 0.13
C -5.878251 0.114368 -0.611641 0.018 -0.102 -0.044 -1.13
C -4.546852 -1.715799 0.237085 -0.128 0.106 0.004 -0.02
N -3.476112 -1.033334 0.208430 0.092 -0.073 -0.028 0.14
N -4.532879 -3.044534 0.660566 0.122 0.044 -0.016 0.20
C -5.033761 -4.042103 -0.272765 0.016 0.015 0.077 -1.06
C -3.320249 -3.455707 1.361919 -0.017 0.196 0.003 -0.57
H -7.843737 -1.757653 0.094815 -0.020 0.007 0.019 0.30
H -7.166510 -0.820988 1.444674 0.020 -0.012 0.019 0.37
H -6.727957 -2.524799 1.247779 -0.032 -0.016 0.004 0.41
H -6.878855 0.300820 -1.004139 0.011 0.017 -0.032 0.32
H -5.153734 0.256751 -1.412841 -0.025 0.037 -0.012 0.34
H -5.673011 0.848479 0.179741 -0.013 -0.001 0.002 0.38
H -3.583533 -0.037690 0.050479 -0.141 -0.019 0.078 -0.18
H -5.838091 -3.623615 -0.874630 -0.015 -0.004 0.010 0.40
H -5.418277 -4.902215 0.282439 0.001 -0.015 -0.021 0.28
H -4.239031 -4.389197 -0.944127 -0.005 -0.003 -0.009 0.24
H -3.048748 -2.676259 2.075688 -0.023 -0.066 0.051 0.14
H -2.473637 -3.598010 0.683412 -0.038 -0.084 -0.027 0.14
H -3.527710 -4.388642 1.890194 0.006 -0.003 0.006 0.31
N -1.023931 -7.191525 -4.100147 0.002 -0.001 0.009 -0.68
C -0.962187 -6.222656 -3.478080 0.034 0.042 -0.019 -0.10
C -0.898662 -5.017762 -2.702503 0.020 0.191 0.065 0.51
C -1.894079 -4.043711 -2.833659 -0.033 -0.150 -0.035 -0.66
C -1.860857 -2.911045 -2.036047 -0.053 0.159 0.073 -0.53
C -0.861872 -2.678124 -1.079427 0.175 0.050 0.317 0.13
C 0.154028 -3.645278 -1.027071 0.050 0.064 0.052 -0.52
C 0.148312 -4.795067 -1.802395 -0.040 -0.077 -0.082 -0.73
H -2.691800 -4.204875 -3.551881 -0.015 0.040 0.010 0.45
H -2.659539 -2.180494 -2.149903 -0.002 -0.039 -0.006 0.49
H 0.971320 -3.485247 -0.327011 -0.024 -0.035 -0.021 0.58
H 0.937608 -5.534757 -1.719706 0.011 0.013 0.032 0.42
C 0.715757 -1.876471 3.974663 -0.080 0.056 -0.188 -1.62
C 1.052044 -2.626795 2.674178 0.052 -0.159 0.369 1.61
C 0.217604 -3.920266 2.642855 -0.042 0.136 -0.127 -1.19
C 2.541932 -3.007564 2.693377 -0.044 0.029 -0.109 -1.97
O 0.810081 -1.835275 1.567622 -0.297 0.014 -0.399 0.15
H 0.844240 -2.518818 4.853127 0.015 0.042 0.007 0.41
H -0.319578 -1.531333 3.922564 0.030 -0.002 0.080 0.19
H 1.361271 -0.998626 4.071479 -0.006 -0.016 0.007 0.34
H 0.487194 -4.589451 3.467006 -0.060 0.009 0.001 0.43
H 0.372343 -4.441772 1.695540 0.008 -0.010 0.034 0.26
H -0.842756 -3.663192 2.720307 0.031 -0.060 0.035 0.11
H 2.801832 -3.574666 3.594492 0.005 0.009 -0.024 0.36
H 3.142703 -2.096276 2.654161 0.002 -0.019 0.008 0.35
H 2.779953 -3.611296 1.812808 0.018 0.018 0.015 0.40
```
Forces are in eV/Å.

Its LUMO energy is 3.71 eV. The net charge is -2. The calculation puts the HOMO-LUMO gap at 5.3 eV. Its energy above the lowest of the compared OMol25 structures with the same formula, charge and spin is 0.889 eV. For the HOMO energy, the calculation gives -1.5 eV.